Entry 1:
Below is a single C27H29NO4 molecule, with properties calculated with the ωB97M-V functional and the def2-TZVPD basis.

The orbital gap is 9.335 eV. For the total energy, the calculation gives -1402.04201 a.u. As for the LUMO energy: 0.60 eV. The calculation puts the maximum force at 0.0128 Eh/bohr. The calculation puts the HOMO energy at -8.738 eV.

Each line ends with the natural charge from an NBO analysis.
Atoms and positions in Å:
C: -8.834 -1.847 -0.292  -0.606
C: -7.537 -1.816 0.504  -0.408
C: -6.459 -1.014 -0.217  -0.060
O: -5.295 -1.033 0.586  -0.493
C: -4.192 -0.368 0.166  0.303
C: -4.086 0.340 -1.026  -0.260
C: -2.901 0.981 -1.348  -0.187
C: -1.807 0.939 -0.500  -0.061
C: -0.522 1.651 -0.853  -0.072
C: -0.261 2.771 0.163  -0.528
C: 0.795 3.837 -0.145  0.800
O: 1.033 4.676 0.684  -0.603
O: 1.399 3.852 -1.318  -0.698
N: 0.558 0.678 -0.891  -0.609
C: 1.531 0.691 -1.815  0.715
O: 1.610 1.579 -2.655  -0.670
C: 2.532 -0.435 -1.709  -0.487
C: 3.660 0.002 -0.752  -0.256
C: 4.753 -1.029 -0.572  -0.024
C: 4.699 -2.315 -1.089  -0.176
C: 5.733 -3.209 -0.859  -0.220
C: 6.831 -2.833 -0.107  -0.216
C: 6.893 -1.551 0.414  -0.200
C: 5.863 -0.660 0.183  -0.199
C: 3.077 0.351 0.599  -0.015
C: 3.034 1.667 1.038  -0.227
C: 2.453 1.987 2.254  -0.197
C: 1.907 0.990 3.045  -0.228
C: 1.958 -0.329 2.622  -0.224
C: 2.540 -0.646 1.408  -0.205
C: -1.918 0.229 0.694  -0.213
C: -3.088 -0.416 1.022  -0.234
H: -8.676 -2.306 -1.266  0.203
H: -9.588 -2.421 0.240  0.217
H: -9.214 -0.840 -0.445  0.203
H: -7.168 -2.830 0.663  0.206
H: -7.707 -1.366 1.483  0.207
H: -6.798 0.020 -0.369  0.171
H: -6.249 -1.462 -1.199  0.170
H: -4.915 0.400 -1.713  0.215
H: -2.836 1.525 -2.279  0.213
H: -0.608 2.072 -1.862  0.230
H: -1.193 3.322 0.314  0.247
H: 0.008 2.339 1.130  0.241
H: 1.312 3.048 -1.895  0.514
H: 0.559 -0.028 -0.171  0.416
H: 2.042 -1.336 -1.339  0.215
H: 2.951 -0.619 -2.699  0.247
H: 4.115 0.905 -1.174  0.235
H: 3.857 -2.637 -1.682  0.201
H: 5.676 -4.206 -1.271  0.212
H: 7.634 -3.532 0.070  0.214
H: 7.746 -1.246 1.001  0.215
H: 5.913 0.339 0.593  0.215
H: 3.448 2.453 0.424  0.228
H: 2.415 3.019 2.570  0.237
H: 1.447 1.238 3.990  0.219
H: 1.543 -1.112 3.239  0.216
H: 2.590 -1.678 1.087  0.211
H: -1.084 0.186 1.381  0.213
H: -3.182 -0.966 1.945  0.224


Entry 2:
Below is a molecular structure, C3H6N2O3 in a non-equilibrium geometry, with properties calculated with the ωB97M-V functional and the def2-TZVPD basis.

The orbital gap is 9.435 eV. For the total energy, the calculation gives -452.92861 a.u. As for the LUMO energy: -0.14 eV. The calculation puts the maximum force at 0.1306 Eh/bohr. The calculation puts the HOMO energy at -9.571 eV.

Each line ends with the natural charge from an NBO analysis.
Atoms and positions in Å:
C: -0.433 -0.278 0.349  -0.364
C: -1.805 0.026 -0.264  0.774
C: 1.973 0.187 -0.527  0.273
H: -0.026 2.462 0.170  0.499
H: -0.108 -1.420 0.135  0.201
H: -0.611 -0.060 1.530  0.261
H: -2.546 -1.943 0.094  0.526
H: 2.638 1.176 -1.199  0.227
H: 2.085 -1.958 0.255  0.379
N: 0.467 0.610 -0.372  -0.202
N: 2.577 -0.939 -0.144  -0.698
O: 0.608 1.720 0.568  -0.599
O: -2.720 -0.864 -0.056  -0.670
O: -2.100 1.281 -0.538  -0.607


Entry 3:
Below is a molecular structure, C33H48Cl2NOsP in a non-equilibrium geometry, with properties calculated with the ωB97M-V functional and the def2-TZVPD basis.

The orbital gap (alpha / beta) is 3.004 / 4.242 eV. Its spin multiplicity is 5. As for the charge: -2. For the total energy, the calculation gives -2693.34959 a.u. As for the LUMO energy (alpha / beta): 4.30 / 4.28 eV. The calculation puts the maximum force at 0.1026 Eh/bohr. The calculation puts the HOMO energy (alpha / beta) at 1.298 / 0.033 eV.

Each line ends with the Mulliken charge.
Atoms and positions in Å:
P: 1.434 4.550 0.630  -0.500
C: 2.109 5.932 -0.583  0.225
C: 1.989 7.432 -0.203  0.364
C: 2.480 8.364 -1.318  -1.139
C: 3.927 8.035 -1.750  -0.666
C: 4.078 6.545 -2.084  -1.021
C: 3.567 5.650 -0.932  -0.450
C: 2.694 4.856 2.198  0.304
C: 2.969 6.276 2.697  -0.281
C: 3.782 6.328 4.004  -1.203
C: 5.063 5.487 3.970  -0.804
C: 4.807 4.104 3.365  -0.735
C: 4.051 4.140 2.034  0.408
C: 0.074 5.614 1.398  0.404
C: -0.993 6.071 0.392  -1.145
C: -1.783 7.224 1.006  -0.613
C: -2.421 6.864 2.364  -0.774
C: -1.478 6.136 3.342  -0.770
C: -0.586 5.089 2.682  -0.441
H: 1.469 5.737 -1.466  0.894
H: 2.608 7.644 0.676  -0.081
H: 0.971 7.717 0.081  -0.343
H: 2.384 9.415 -0.988  0.363
H: 1.824 8.220 -2.187  0.405
H: 4.214 8.655 -2.617  0.390
H: 4.593 8.277 -0.908  0.292
H: 3.470 6.325 -2.969  0.379
H: 5.121 6.274 -2.304  0.419
H: 3.685 4.588 -1.184  0.230
H: 4.231 5.855 -0.078  0.014
H: 2.070 4.261 2.892  0.674
H: 3.140 5.937 4.799  0.438
H: 2.089 6.913 2.853  0.163
H: 3.572 6.778 1.930  0.024
H: 4.000 7.377 4.265  0.402
H: 5.466 5.384 4.987  0.410
H: 5.820 6.021 3.387  0.335
H: 5.747 3.564 3.221  0.436
H: 4.215 3.546 4.092  0.338
H: 3.898 3.138 1.599  -1.260
H: 4.701 4.672 1.322  0.308
H: 0.677 6.488 1.693  -0.329
H: -0.538 6.389 -0.554  0.337
H: -1.651 5.236 0.112  0.513
H: -1.092 8.062 1.159  0.246
H: -2.560 7.584 0.319  0.393
H: -3.309 6.232 2.186  0.300
H: -2.769 7.784 2.853  0.378
H: -2.076 5.648 4.122  0.402
H: -0.848 6.871 3.858  0.337
H: 0.170 4.780 3.415  0.048
H: -1.181 4.189 2.465  0.457
Os: 0.478 2.473 -0.049  0.594
Cl: 0.575 1.991 2.269  -0.635
Cl: -0.209 3.371 -2.096  -0.660
C: 1.981 1.693 -0.764  -1.241
H: 1.756 1.607 -1.841  0.484
C: 5.758 0.057 0.309  -0.736
C: 5.322 0.085 -1.037  -0.381
C: 4.042 0.514 -1.400  -0.867
C: 3.169 0.994 -0.369  1.286
C: 3.541 0.816 0.989  -0.267
C: 4.823 0.378 1.309  -0.097
H: 6.793 -0.200 0.589  0.310
H: 6.035 -0.227 -1.803  0.303
H: 3.727 0.548 -2.460  0.277
H: 2.814 1.022 1.776  0.180
H: 5.074 0.297 2.363  0.370
C: 0.375 -0.770 -2.995  -1.139
C: -0.497 -1.306 -1.890  1.080
C: -0.940 -2.607 -2.048  -0.565
C: -1.754 -3.239 -1.097  -0.772
C: -2.239 -2.485 -0.039  -0.532
C: -1.855 -1.162 0.142  0.916
C: -2.531 -0.385 1.205  -1.339
C: -0.873 -0.491 -0.697  0.043
N: -0.451 0.721 -0.444  -0.123
H: 1.411 -0.626 -2.658  0.035
H: -0.008 0.160 -3.443  0.226
H: 0.406 -1.522 -3.795  0.368
H: -0.658 -3.168 -2.953  0.177
H: -2.004 -4.293 -1.230  0.290
H: -2.953 -2.947 0.642  0.275
H: -3.438 0.111 0.824  0.214
H: -2.872 -1.045 2.017  0.385
H: -1.873 0.388 1.612  0.065


Entry 4:
Below is a single C21H22ClN3O3 molecule in a non-equilibrium geometry, with properties calculated with the ωB97M-V functional and the def2-TZVPD basis.

The orbital gap is 9.645 eV. For the total energy, the calculation gives -1663.62333 a.u. As for the LUMO energy: 0.75 eV. The calculation puts the maximum force at 0.0270 Eh/bohr. The calculation puts the HOMO energy at -8.894 eV.

Each line ends with the natural charge from an NBO analysis.
Atoms and positions in Å:
C: -4.479 2.411 -0.985  -0.262
O: -3.312 3.205 -1.003  -0.515
C: -2.075 2.525 -1.037  0.018
C: -1.974 1.462 -2.120  0.026
C: -2.403 0.158 -1.905  -0.252
C: -2.318 -0.779 -2.922  -0.202
C: -1.804 -0.424 -4.157  -0.210
C: -1.377 0.875 -4.376  -0.211
C: -1.462 1.813 -3.363  -0.213
C: -1.677 1.918 0.270  0.449
N: -0.463 1.846 0.709  -0.310
N: -0.501 1.144 1.862  -0.325
C: -1.735 0.825 2.071  0.485
C: -2.273 -0.072 3.121  -0.456
C: -1.530 -1.415 3.012  -0.472
C: -1.458 -1.791 1.533  0.680
O: -2.454 -1.925 0.850  -0.654
N: -0.209 -1.936 1.052  -0.609
C: 0.073 -2.161 -0.347  -0.219
C: 0.909 -1.017 -0.942  -0.432
C: 2.261 -0.966 -0.288  -0.042
C: 3.269 -1.835 -0.689  -0.198
C: 4.500 -1.837 -0.058  -0.233
C: 4.723 -0.959 0.991  -0.034
Cl: 6.259 -0.958 1.790  -0.002
C: 3.733 -0.083 1.404  -0.245
C: 2.506 -0.091 0.764  -0.170
O: -2.538 1.292 1.094  -0.410
H: -4.566 1.805 -1.893  0.178
H: -5.305 3.119 -0.943  0.198
H: -4.519 1.757 -0.110  0.179
H: -1.340 3.312 -1.245  0.230
H: -2.803 -0.150 -0.950  0.241
H: -2.661 -1.787 -2.743  0.220
H: -1.739 -1.157 -4.948  0.215
H: -0.977 1.159 -5.338  0.216
H: -1.133 2.827 -3.536  0.213
H: -3.337 -0.213 2.931  0.246
H: -2.132 0.362 4.111  0.242
H: -0.530 -1.322 3.433  0.216
H: -2.083 -2.184 3.551  0.238
H: 0.584 -1.703 1.630  0.408
H: 0.614 -3.107 -0.458  0.192
H: -0.889 -2.236 -0.857  0.236
H: 1.010 -1.189 -2.015  0.221
H: 0.388 -0.071 -0.793  0.228
H: 3.094 -2.517 -1.508  0.211
H: 5.280 -2.511 -0.374  0.226
H: 3.921 0.600 2.218  0.228
H: 1.738 0.599 1.079  0.235


Entry 5:
Below is a molecular structure, C3H18B3OSn in a non-equilibrium geometry, with properties calculated with the ωB97M-V functional and the def2-TZVPD basis.

The orbital gap is 2.437 eV. As for the charge: -1. For the total energy, the calculation gives -488.54094 a.u. As for the LUMO energy: -3.25 eV. The calculation puts the maximum force at 0.0983 Eh/bohr. The calculation puts the HOMO energy at -5.691 eV.

Each line ends with the natural charge from an NBO analysis.
Atoms and positions in Å:
Sn: -1.134 -2.046 1.724  1.000
B: -2.242 -6.245 -1.054  -0.737
H: -1.184 -6.233 -1.266  -0.035
H: -2.651 -5.282 -1.317  0.065
H: -2.789 -6.947 -1.664  0.032
H: -2.311 -6.399 0.012  -0.046
B: -5.830 -1.080 -1.041  -0.676
H: -4.840 -1.402 -1.325  0.030
H: -5.821 -0.007 -0.933  0.009
H: -6.543 -1.399 -1.785  0.034
H: -6.176 -1.507 -0.113  0.011
B: 0.143 0.202 -3.318  -0.707
H: 0.324 0.407 -4.362  -0.032
H: 1.009 0.448 -2.723  -0.028
H: -0.623 0.861 -2.941  0.071
H: -0.191 -0.790 -3.053  0.008
C: 4.972 2.842 2.129  -0.725
C: 3.576 3.369 2.490  0.603
O: 2.565 2.690 2.400  -0.549
C: 3.501 4.826 2.943  -0.727
H: 5.144 3.069 1.077  0.247
H: 4.993 1.753 2.154  0.240
H: 5.675 3.397 2.751  0.216
H: 4.124 4.813 3.838  0.221
H: 2.449 5.060 3.107  0.238
H: 3.860 5.602 2.267  0.235


Entry 6:
Below is a single C23H27N3O5S molecule, with properties calculated with the ωB97M-V functional and the def2-TZVPD basis.

The orbital gap is 8.250 eV. For the total energy, the calculation gives -1831.35335 a.u. As for the LUMO energy: 0.34 eV. The calculation puts the maximum force at 0.0171 Eh/bohr. The calculation puts the HOMO energy at -7.905 eV.

Each line ends with the natural charge from an NBO analysis.
Atoms and positions in Å:
C: -2.688 -3.656 -0.996  -0.637
C: -3.402 -3.130 0.244  -0.064
O: -3.711 -1.753 0.139  -0.483
C: -2.754 -0.823 0.316  0.400
C: -1.464 -1.060 0.754  -0.387
C: -0.575 0.001 0.928  0.287
N: 0.697 -0.195 1.402  -0.580
C: 1.609 0.795 1.586  0.299
S: 3.060 0.402 2.257  -0.204
N: 1.239 2.065 1.229  -0.459
C: 2.204 3.153 1.326  -0.220
C: 2.550 3.762 -0.040  -0.508
C: 3.063 2.710 -1.010  0.683
O: 4.240 2.498 -1.201  -0.629
N: 2.079 2.039 -1.656  -0.616
C: 2.359 0.906 -2.523  -0.244
C: 2.395 -0.375 -1.730  -0.072
C: 3.523 -0.678 -0.979  -0.171
C: 3.565 -1.795 -0.165  -0.278
C: 2.462 -2.639 -0.095  0.274
O: 2.364 -3.736 0.710  -0.505
C: 3.454 -4.042 1.550  -0.255
C: 1.342 -2.361 -0.880  -0.236
C: 1.306 -1.235 -1.678  -0.212
C: -0.045 2.410 0.806  0.670
O: -0.324 3.572 0.577  -0.611
C: -0.978 1.304 0.645  -0.245
C: -2.284 1.548 0.201  -0.232
C: -3.176 0.514 0.038  0.232
O: -4.455 0.621 -0.395  -0.483
C: -5.027 1.904 -0.569  -0.062
C: -5.379 2.577 0.754  -0.639
H: -1.751 -3.128 -1.154  0.208
H: -3.314 -3.508 -1.872  0.219
H: -2.483 -4.717 -0.882  0.220
H: -2.820 -3.331 1.151  0.172
H: -4.376 -3.616 0.347  0.200
H: -1.121 -2.056 0.980  0.227
H: 1.012 -1.131 1.622  0.437
H: 1.770 3.932 1.958  0.224
H: 3.103 2.753 1.797  0.258
H: 1.672 4.262 -0.450  0.238
H: 3.341 4.496 0.117  0.242
H: 1.116 2.226 -1.427  0.395
H: 1.595 0.867 -3.302  0.203
H: 3.337 1.092 -2.973  0.236
H: 4.374 -0.015 -1.014  0.242
H: 4.451 -1.984 0.416  0.226
H: 3.148 -4.917 2.122  0.198
H: 4.350 -4.285 0.970  0.177
H: 3.676 -3.217 2.234  0.186
H: 0.511 -3.048 -0.843  0.208
H: 0.422 -1.025 -2.265  0.210
H: -2.543 2.574 -0.002  0.246
H: -4.370 2.544 -1.170  0.171
H: -5.939 1.711 -1.141  0.196
H: -4.487 2.771 1.344  0.214
H: -6.039 1.933 1.329  0.216
H: -5.884 3.519 0.561  0.218


Respective energy above the lowest of the compared OMol25 structures with the same formula, charge and spin values: 0.00 170.94 11.86 47.92 301.15 37.00 kcal/mol.